ORCA calculation (ωB97M-V/def2-TZVPD) on a single C6H9N molecule.

Properties
HOMO level ... -9.6 eV
Maximum force ... 0.72 eV/A
Kohn-Sham gap ... 0.359 Ha
Molar mass ... 95.14 g/mol
Spin multiplicity ... 1
Relative energy (zero: lowest compared OMol25 entry of this formula, charge and spin) ... 4.949 eV

Structure (XYZ):
```
16
Properties=species:S:1:pos:R:3:forces:R:3:nbo_charge:R:1
C 1.7877 0.4020 1.7137 0.0196 0.0380 0.0793 -0.625
C 1.5249 0.1449 0.2521 0.2852 0.2082 -0.4508 -0.365
C 2.1170 0.5663 -0.8293 -0.3399 -0.2404 0.5846 0.222
C 0.3871 -0.7805 -0.1999 -0.1357 -0.0929 -0.1528 -0.398
C -0.9731 -0.1776 0.0701 0.1477 0.0828 0.1982 -0.092
C -1.6717 0.6121 -0.9647 0.0460 0.2699 -0.1474 -0.258
N -2.0759 -0.7663 -0.6829 -0.2241 -0.1315 0.0713 -0.586
H 1.8444 1.4718 1.9308 0.0013 -0.1521 -0.0460 0.233
H 2.7299 -0.0593 2.0239 -0.1344 0.0540 -0.0479 0.234
H 0.9878 -0.0278 2.3233 0.0971 0.0661 -0.0951 0.219
H 0.4995 -1.7415 0.3191 0.0217 0.1459 -0.0476 0.225
H 0.4541 -0.9993 -1.2732 0.0004 0.0376 0.1381 0.246
H -1.1657 0.1053 1.1062 0.0225 -0.0635 -0.1644 0.192
H -1.1964 0.7612 -1.9318 -0.0253 -0.0433 0.1553 0.204
H -2.3201 1.4277 -0.6497 0.1055 -0.1685 -0.0076 0.196
H -2.9270 -0.7842 -0.1281 0.1126 -0.0103 -0.0672 0.353
```
Forces are in eV/Å.